Entry 1:
The following is a quantum chemistry calculation of C35H33AlClN4S2Si2 as an isolated structure, from OMol25.

Each line ends with the Löwdin charge.
Positions of all 78 atoms, in Å:
C -1.0659 -0.5032 3.9919  -0.187
C -1.9836 0.0995 3.0704  -0.117
C -2.1988 -0.8167 2.0187  -0.145
H -2.5333 1.0263 3.2279  0.105
C -1.4344 -1.9694 2.2463  -0.111
C -0.6786 -1.7963 3.4574  -0.188
H -0.1984 -2.6081 4.0135  0.105
H -0.9400 -0.1880 5.0306  0.128
H -2.9144 -0.6878 1.2154  0.094
H -1.4862 -2.8846 1.6664  0.099
Al 0.8420 -0.3396 2.9296  -0.090
Si 0.5427 0.4553 -0.2891  0.508
C -0.5350 1.9615 -0.4431  -0.376
C 0.1148 3.1761 -0.7317  -0.111
H 1.2012 3.1898 -0.8704  0.112
C -0.6256 4.3420 -0.8780  -0.072
H -0.1164 5.2825 -1.0835  0.111
C -2.0177 4.2955 -0.7637  -0.072
H -2.6010 5.2110 -0.8744  0.110
C -2.6632 3.0822 -0.5076  -0.072
H -3.7513 3.0441 -0.4339  0.110
C -1.9297 1.9052 -0.3531  -0.110
H -2.4357 0.9495 -0.1842  0.084
C -0.1182 -1.3544 -0.8448  -0.392
C -1.4472 -1.5731 -1.3007  -0.109
H -2.0626 -0.7245 -1.6201  0.096
C -1.9413 -2.8701 -1.4592  -0.056
H -2.9339 -3.0193 -1.8914  0.115
C -1.1836 -3.9732 -1.0674  -0.063
H -1.5707 -4.9814 -1.2097  0.114
C 0.0615 -3.7753 -0.4712  -0.081
H 0.6243 -4.6328 -0.0954  0.116
C 0.5996 -2.4928 -0.3842  -0.147
H 1.6185 -2.3577 -0.0120  0.058
H 0.1074 -0.0962 1.2053  -0.032
Si 0.8312 -0.1182 -2.6954  0.948
C 0.9133 -1.5936 -3.7726  -0.317
C 0.1416 -1.6936 -4.9543  -0.075
H -0.3198 -0.7986 -5.3792  0.102
C -0.0499 -2.9411 -5.5555  -0.071
H -0.6793 -3.0208 -6.4407  0.108
C 0.5557 -4.0884 -5.0274  -0.066
H 0.3716 -5.0709 -5.4759  0.112
C 1.4068 -3.9731 -3.9235  -0.077
H 1.8986 -4.8573 -3.5149  0.110
C 1.6312 -2.7301 -3.3331  -0.107
H 2.3191 -2.6391 -2.4913  0.102
C 0.2548 1.3632 -3.7603  -0.331
C -1.1203 1.6261 -3.9377  -0.119
H -1.8643 0.9271 -3.5437  0.097
C -1.5382 2.7987 -4.5734  -0.084
H -2.6038 3.0119 -4.6546  0.106
C -0.6020 3.6976 -5.0909  -0.079
H -0.9375 4.6179 -5.5789  0.108
C 0.7663 3.4096 -4.9792  -0.082
H 1.4936 4.1015 -5.3993  0.105
C 1.1996 2.2546 -4.3260  -0.101
H 2.2693 2.0381 -4.2289  0.105
H 1.6970 1.0728 0.3663  -0.041
Cl 2.6931 -0.8306 1.8052  0.344
N -0.6197 2.8136 2.6559  0.159
C 0.2265 2.5867 3.6600  -0.594
N 0.9030 1.4502 3.8441  0.049
C 1.6013 1.4626 5.0632  -0.280
C 1.4888 2.6547 5.7495  -0.312
S 0.4569 3.7826 4.9324  1.097
C 2.1529 0.2029 5.4291  -0.282
C 2.9104 -0.2241 6.5031  -0.295
S 3.1896 -1.9407 6.4412  1.107
C 2.3279 -1.9922 4.9171  -0.635
N 1.8273 -0.8210 4.5502  -0.012
N 2.1872 -3.1177 4.1946  0.115
H -1.0638 3.7224 2.6174  0.123
H -0.6530 2.2137 1.8368  0.067
H 1.9695 2.8209 6.7049  0.087
H 3.2614 0.4473 7.2656  0.083
H 2.5796 -3.9475 4.6194  0.113
H 2.1814 -3.0541 3.1764  0.080

Cartesian forces, eV/Å:
-1.2 0.3 -0.4
0.2 -1.1 0.6
0.0 -0.4 0.6
0.3 -0.2 -0.1
-0.2 0.3 0.5
-0.7 -0.2 -0.8
-0.2 0.5 -0.2
0.2 0.0 -0.5
0.2 0.0 0.0
0.3 0.3 0.0
-0.4 0.1 -0.7
0.0 -1.4 0.2
-0.3 -0.4 -0.8
-0.2 -0.2 0.0
-0.4 0.0 0.1
0.0 0.0 0.0
-0.2 -0.2 0.0
0.0 -0.1 0.1
0.1 -0.3 0.0
-0.2 0.1 0.0
0.3 0.1 0.0
0.1 0.5 -0.2
0.2 0.4 0.0
-1.2 0.1 1.6
0.8 0.2 -0.3
0.1 -0.3 0.2
-0.1 -0.1 -0.2
0.3 0.0 0.1
-0.2 0.3 0.1
0.0 0.3 0.1
0.3 0.3 -0.1
-0.1 0.3 -0.2
0.0 0.1 -0.5
-0.4 -0.1 0.0
0.0 0.5 1.0
1.4 1.9 -0.6
0.3 -0.9 -0.6
0.1 -0.3 0.4
0.0 -0.3 0.2
0.2 0.0 0.0
0.2 0.0 0.2
-0.1 0.3 0.1
0.1 0.4 0.2
0.3 0.1 -0.1
-0.1 0.2 -0.2
-0.7 -0.1 -0.2
-0.3 -0.1 -0.1
-0.8 -0.4 -0.4
0.5 0.4 0.0
0.2 0.3 -0.1
0.0 0.0 0.0
0.2 0.0 0.0
0.1 -0.3 0.2
0.2 -0.4 0.2
-0.2 -0.1 0.0
-0.1 -0.2 0.1
-0.5 -0.3 0.5
-0.3 0.2 0.0
0.7 -0.2 -0.7
0.2 -0.2 0.2
0.2 0.5 0.1
0.3 -0.4 0.4
0.1 1.1 -0.3
-1.1 2.8 0.0
0.5 -1.8 -0.3
0.4 -1.0 -0.4
1.6 -2.2 1.3
-1.0 0.8 -1.2
-0.4 0.8 -0.7
-0.1 0.9 0.2
0.7 -0.8 0.7
0.3 -0.4 0.2
0.1 -0.3 -0.3
-0.1 0.1 0.2
-0.3 0.3 -0.1
0.2 -0.3 0.3
0.0 0.0 -0.4
0.0 0.1 0.4

The relative energy (zero: lowest compared OMol25 entry of this formula, charge and spin) is 0.00 kcal per mole. As for the charge: +1. The HOMO energy comes out at -0.3571 Eh.


Entry 2:
The following is a quantum chemistry calculation of C18H50BrN4O7V as an isolated structure, from OMol25.

Each line ends with the Löwdin charge.
Positions of all 81 atoms, in Å:
O 0.1482 0.5947 1.4918  -0.404
V 1.2610 -0.5743 1.2377  0.636
O 0.6276 -1.4852 0.0360  -0.381
Br 1.0559 -2.3422 3.4166  -0.140
C -2.8726 -0.2056 3.9559  -0.064
C -2.7714 1.0523 4.8269  -0.385
C -2.0690 2.2724 4.0845  -0.214
O -2.0864 3.3795 4.9267  -0.201
C -1.4585 4.5312 4.4394  -0.107
N -4.1585 1.4651 4.9915  0.017
H -1.9651 -0.3673 3.3743  0.050
H -3.5645 -0.1540 3.1153  0.060
H -3.1049 -1.0739 4.5725  0.081
H -2.3117 0.8986 5.8032  0.139
H -2.5767 2.3872 3.1269  0.124
H -1.0469 2.0373 3.7874  0.108
H -1.9370 4.8360 3.5087  0.086
H -0.4199 4.3421 4.1680  0.081
H -1.5620 5.2867 5.2183  0.093
H -4.5675 1.6880 4.0954  0.065
H -3.9272 2.3918 5.3199  0.048
C -3.2436 -0.6240 -0.4338  -0.056
C -3.3127 -2.1433 -0.6619  -0.374
C -4.7586 -2.5843 -0.9826  -0.183
O -5.2714 -2.0211 -2.2144  -0.198
C -6.4810 -2.6523 -2.5796  -0.132
N -2.3291 -2.4364 -1.7447  0.039
H -3.6698 0.0805 -1.1481  0.084
H -2.1951 -0.3262 -0.4277  0.052
H -3.4759 -0.4859 0.6222  0.061
H -3.0482 -2.7928 0.1725  0.140
H -5.4493 -2.3128 -0.1843  0.124
H -4.6902 -3.6591 -1.1500  0.115
H -6.2227 -3.6858 -2.8101  0.086
H -7.2030 -2.2658 -3.2989  0.083
H -7.1731 -2.6296 -1.7379  0.076
H -2.5011 -1.8443 -2.5447  0.059
H -1.4266 -2.1305 -1.4098  0.024
C 1.6220 3.3414 -1.4848  -0.047
C 1.0101 1.9323 -1.6794  -0.358
C 0.9330 1.2424 -3.1116  -0.110
O 2.3313 1.0734 -3.5120  -0.231
C 2.5293 1.3874 -4.8773  -0.100
N 1.8602 1.0626 -0.8881  0.034
H 0.9066 4.0624 -1.8805  0.076
H 2.5777 3.4832 -1.9893  0.081
H 1.7595 3.6397 -0.4455  0.081
H 0.0523 1.9288 -1.1591  0.130
H 0.3291 1.9480 -3.6821  0.122
H 0.4337 0.2781 -3.2060  0.105
H 1.8837 0.7686 -5.5005  0.088
H 3.5705 1.2950 -5.1861  0.091
H 2.2608 2.4358 -5.0078  0.087
H 2.5556 1.6625 -0.4678  0.044
H 2.3481 0.7471 -1.7143  0.062
C 5.1512 1.3503 2.5691  -0.035
C 4.0479 0.6704 1.7428  -0.433
C 4.3448 -0.7683 1.4149  -0.182
O 3.3349 -1.4001 0.6202  -0.297
C 3.7443 -2.2941 -0.4425  -0.027
N 2.8610 0.6807 2.5569  0.022
H 6.1149 1.0653 2.1469  0.080
H 5.1690 0.9217 3.5711  0.091
H 5.1177 2.4397 2.5524  0.087
H 3.9085 1.1644 0.7812  0.127
H 4.4610 -1.3056 2.3561  0.137
H 5.3049 -0.8717 0.9094  0.133
H 4.2120 -3.2058 -0.0708  0.103
H 4.4382 -1.7832 -1.1101  0.092
H 2.9133 -2.5305 -1.1071  0.080
H 2.8140 1.6494 2.8390  0.105
H 2.9775 0.1980 3.4364  0.078
C 0.5712 -2.4649 -3.3695  -0.103
C 1.5916 -2.7065 -4.4377  -0.304
O 2.3711 -3.8712 -4.0419  -0.083
H -0.2236 -1.8217 -3.7473  0.065
H 1.0591 -1.9055 -2.5713  0.052
H -0.0053 -3.3673 -3.1659  0.088
H 2.2153 -1.8172 -4.5281  0.095
H 1.1843 -2.9115 -5.4278  0.109
H 3.1159 -3.8499 -4.6471  0.070

Cartesian forces, eV/Å:
2.0 -2.1 -0.2
-4.0 0.0 -1.5
1.2 1.3 2.2
0.4 1.3 -1.4
1.5 -0.1 -0.4
-0.5 0.4 -2.7
0.7 -2.2 0.1
-0.4 0.0 0.6
-0.3 -0.3 -0.4
0.1 1.1 1.5
0.6 -0.4 0.5
-0.7 0.5 0.5
0.0 0.0 -0.2
0.0 -0.2 -0.1
-0.5 0.5 -0.1
0.4 -0.2 0.2
-0.2 0.4 -0.1
0.3 0.0 0.3
0.2 0.1 -0.2
0.0 -0.5 -0.5
-1.2 0.7 0.9
1.3 -0.4 1.8
-0.4 1.3 -2.3
0.6 -0.1 -1.5
0.2 1.0 -0.1
-0.4 -1.0 1.3
-0.7 -1.0 0.1
-0.8 -0.6 0.1
0.4 -0.2 0.0
-0.8 0.8 -0.1
0.3 0.6 0.4
0.1 -0.2 0.3
-0.4 -0.3 0.3
-0.5 -0.2 -0.2
1.3 0.9 -0.9
0.1 -0.5 0.7
-0.4 0.1 -0.2
0.3 -0.1 0.3
-1.1 0.4 -1.6
-0.6 -0.2 1.2
0.7 1.8 1.0
-1.1 0.2 -0.2
-0.4 0.5 0.0
1.2 -1.1 0.3
0.2 0.4 -0.2
0.0 -0.2 -0.2
-0.2 -0.6 0.2
-0.5 0.1 -0.6
0.5 0.1 -0.8
0.0 0.0 0.8
0.1 -0.1 -0.2
0.0 -0.4 0.4
-0.1 0.1 -0.3
0.0 0.0 0.3
1.4 -1.5 0.8
1.0 -1.0 -1.1
1.1 -0.3 0.4
1.3 -1.1 -0.2
-0.6 0.7 0.2
0.2 0.5 -0.3
-1.3 0.5 -0.9
0.3 0.2 -0.1
-0.2 0.3 0.1
-0.3 -0.1 0.2
-0.3 0.4 0.2
-0.2 -0.3 0.2
0.1 0.2 -0.2
-0.2 0.1 0.3
0.4 0.2 0.2
-0.4 0.0 0.7
-1.2 0.3 0.0
0.2 -0.6 0.1
-0.7 0.5 -0.8
0.3 -0.8 0.0
-0.1 1.1 -0.3
0.1 0.4 -0.2
-0.4 -0.7 0.6
0.5 -0.1 0.8
0.3 0.0 0.0
-0.4 0.0 0.0
0.3 -0.4 0.1

The HOMO energy comes out at -0.3144 Eh.


Entry 3:
The following is a quantum chemistry calculation of C5H7NO as an isolated structure, from OMol25.

Each line ends with the natural charge from an NBO analysis.
Positions of all 14 atoms, in Å:
O -1.7577 0.3309 1.2304  -0.692
C -0.3936 0.5993 1.0447  0.017
C 0.5451 -0.5558 0.8644  -0.126
C 0.6025 -0.8692 -0.5976  -0.088
C -0.2970 0.0774 -1.3392  -0.497
C 0.0049 1.2107 -0.3340  -0.092
N 1.5798 0.0678 0.0062  -0.402
H -2.0200 -0.3680 0.6178  0.464
H -0.1027 1.2594 1.8655  0.192
H 0.8669 -1.2726 1.6197  0.215
H 0.9787 -1.8292 -0.9512  0.213
H -1.3570 -0.1947 -1.4096  0.208
H 0.0654 0.3154 -2.3428  0.225
H 1.2848 1.2284 -0.2743  0.363

Cartesian forces, eV/Å:
-0.1 -0.2 -0.2
0.3 0.1 0.0
-0.1 -0.2 0.2
-0.1 -0.2 -0.2
0.0 0.0 0.0
-0.3 0.0 0.0
0.1 0.2 0.0
0.0 0.1 0.1
0.0 -0.1 -0.1
0.0 0.1 -0.1
-0.1 0.2 0.1
0.1 0.0 0.0
0.0 0.0 0.2
0.2 0.0 0.0

The relative energy (zero: lowest compared OMol25 entry of this formula, charge and spin) is 140.25 kcal per mole. The HOMO energy comes out at -0.3067 Eh.


Entry 4:
The following is a quantum chemistry calculation of C20H30N9S2Sn as an isolated structure, from OMol25.

Each line ends with the natural charge from an NBO analysis.
Positions of all 62 atoms, in Å:
Sn -1.2038 0.5676 -0.8493  1.148
N 2.1914 0.6851 -4.0031  -0.783
C 1.3587 0.9051 -2.9555  0.317
S -0.3433 0.9000 -3.3077  -0.359
N 1.9266 1.0597 -1.7993  -0.443
N 1.0993 1.1133 -0.6969  -0.294
C 1.6467 1.4412 0.4022  0.226
C 3.1083 1.7238 0.5752  -0.106
C 3.5829 3.0169 0.8082  -0.146
C 4.9398 3.2354 1.0234  -0.219
C 5.8476 2.1736 0.9821  -0.192
C 5.3941 0.9107 0.6605  -0.209
C 4.0476 0.6727 0.4835  -0.173
C 0.7717 1.4839 1.5759  0.156
C 1.2315 1.7976 2.8432  -0.205
C 0.3299 1.7192 3.9034  -0.143
C -0.9787 1.3881 3.6877  -0.239
C -1.3736 1.1010 2.3738  0.087
N -0.4908 1.1370 1.4011  -0.506
H 1.8030 0.8071 -4.9260  0.413
H 3.1778 0.7307 -3.7895  0.410
H 2.8623 3.8184 0.8875  0.213
H 5.3254 4.2138 1.2530  0.223
H 6.8893 2.3709 1.1443  0.223
H 6.0783 0.0829 0.5794  0.221
H 3.7164 -0.3100 0.1945  0.214
H 2.2692 2.0652 2.9944  0.248
H 0.6233 1.9621 4.9237  0.234
H -1.6879 1.4454 4.5213  0.238
H -2.3843 0.8538 2.1138  0.216
N -4.7679 2.2279 -0.6190  -0.621
N -4.8251 3.6449 -0.4745  -0.450
C -3.7323 4.4540 -0.5060  0.283
N -4.0543 5.7614 -0.6797  -0.786
S -2.1418 4.0183 -0.3281  -0.250
H -4.8951 2.0253 -1.6139  0.354
H -5.5750 1.9049 -0.1012  0.362
H -5.6369 4.0358 -0.9072  0.361
H -4.9880 6.1195 -0.5903  0.390
H -3.3180 6.4055 -0.5317  0.417
C -1.5988 -5.8858 -0.8295  -0.625
C -0.4564 -5.0426 -1.3420  -0.206
N -0.3209 -3.7860 -0.5967  -0.384
C 0.0499 -3.8907 0.8137  -0.225
C -1.1719 -3.7322 1.7059  -0.628
C -0.5601 -2.6065 -1.1539  0.550
C -1.0784 -2.5130 -2.5612  -0.690
N -0.2911 -1.4751 -0.5106  -0.915
H -1.7185 -6.7761 -1.4191  0.233
H -2.5498 -5.3115 -0.8508  0.211
H -1.4301 -6.2517 0.1956  0.214
H -0.5918 -4.7664 -2.3672  0.216
H 0.4662 -5.5894 -1.2467  0.206
H 0.8468 -3.1551 1.0455  0.202
H 0.5464 -4.8322 0.9700  0.221
H -1.4544 -2.6734 1.7145  0.209
H -0.9444 -4.0038 2.7422  0.230
H -2.0542 -4.3377 1.3954  0.227
H -1.9890 -3.1131 -2.6816  0.236
H -0.3086 -2.8352 -3.2713  0.253
H -1.3239 -1.5177 -2.8329  0.257
H 0.1089 -1.5743 0.4274  0.379

Cartesian forces, eV/Å:
-0.4 0.2 -0.3
-0.4 0.2 0.5
-0.4 -0.4 -0.4
0.1 0.2 0.0
0.2 -0.1 1.1
0.1 0.1 -1.8
0.9 0.3 0.4
0.8 -0.4 -0.3
-0.2 -0.4 0.3
0.3 -0.5 0.1
-0.7 0.7 -0.3
0.0 -0.3 0.3
-0.9 0.7 -0.3
0.4 0.0 1.0
0.1 -0.1 0.3
0.7 0.5 0.4
-1.1 0.1 -0.2
0.6 0.3 1.2
-0.7 -0.4 -1.0
0.4 -0.1 0.1
-0.1 0.1 -0.4
0.1 0.2 -0.1
-0.1 0.3 0.0
0.3 0.0 0.1
0.2 -0.1 0.0
-0.1 -0.2 0.1
-0.1 0.0 0.1
0.2 0.0 -0.3
0.2 -0.3 -0.5
-0.4 -0.1 -0.1
0.2 0.9 -0.1
0.1 -0.5 -0.3
-0.1 0.2 0.1
-0.3 -0.5 -0.1
0.1 -0.4 0.0
0.0 -0.2 0.4
0.1 -0.3 -0.1
-0.4 0.4 -0.1
-0.2 -0.1 0.0
0.6 0.5 0.0
-0.7 0.2 0.6
-0.3 0.3 0.6
0.2 -0.6 -0.1
0.1 0.4 -0.1
-0.4 0.2 0.5
0.7 1.5 0.6
-0.1 -1.0 0.2
-0.2 -0.5 -0.2
-0.1 -0.3 -0.5
0.5 -0.4 0.0
0.0 0.3 -0.3
0.0 -0.2 -0.5
0.5 -0.2 -0.1
-0.5 -0.2 0.0
0.0 -0.6 -0.1
-0.2 -0.2 0.0
0.1 0.0 -0.2
0.8 0.4 0.0
0.3 -0.1 0.0
-0.2 -0.1 0.1
-0.1 0.9 0.0
-0.2 -0.1 -0.6

The relative energy (zero: lowest compared OMol25 entry of this formula, charge and spin) is 0.00 kcal per mole. As for the charge: +1. The HOMO energy comes out at -0.3634 Eh.


Number 1: lowest unoccupied orbital energy -3.12 eV, Kohn-Sham gap 6.6 eV. Number 2: lowest unoccupied orbital energy -0.31 eV, Kohn-Sham gap 8.2 eV. Number 3: lowest unoccupied orbital energy 0.36 eV, Kohn-Sham gap 8.7 eV. Number 4: lowest unoccupied orbital energy -2.79 eV, Kohn-Sham gap 7.1 eV.